The following is a quantum chemistry calculation of a molecular structure, C26H31BrCrNO4S, from OMol25.

Values from the calculation:
- Electronic energy: -146442.1398 eV
- Kohn-Sham gap (spin up / spin down): 6.223 / 6.298 eV

Structure (ORCA input):
```
! wB97M-V def2-TZVPD RIJCOSX def2/J DEFGRID3
* xyz 0 6
Cr -0.087 -0.720 0.230
C 3.805 0.803 2.908
C 3.106 -0.548 3.103
C 3.683 -1.598 2.155
C 1.593 -0.420 3.013
C 0.943 0.708 3.495
C -0.445 0.813 3.501
C -1.249 -0.224 3.054
C -2.747 -0.170 3.123
C -0.606 -1.365 2.559
C 0.785 -1.448 2.503
H 4.880 0.659 2.787
H 3.665 1.465 3.762
H 3.413 1.308 2.025
H 3.324 -0.879 4.126
H 3.420 -1.366 1.122
H 3.324 -2.602 2.385
H 4.770 -1.618 2.243
H 1.522 1.533 3.888
H -0.907 1.717 3.882
H -3.099 -0.638 4.045
H -3.190 -0.705 2.283
H -3.110 0.857 3.106
H -1.207 -2.211 2.257
H 1.234 -2.375 2.167
O -0.145 -0.227 -1.646
N -1.173 -0.547 -2.500
C -2.327 0.311 -2.452
C -3.207 -0.019 -3.623
C -3.114 -1.175 -4.292
C -2.099 -2.147 -3.975
C -1.165 -1.776 -3.076
H -1.973 1.345 -2.514
H -3.955 0.717 -3.886
H -3.801 -1.372 -5.107
H -2.073 -3.125 -4.427
H -0.341 -2.408 -2.773
O 1.790 0.180 0.036
S 2.136 0.974 -1.236
C 3.864 1.469 -0.922
C 4.710 0.938 -2.074
C 4.134 -0.437 -2.390
C 2.631 -0.228 -2.505
H 4.127 0.986 0.019
H 3.899 2.549 -0.796
H 5.763 0.902 -1.793
H 4.625 1.591 -2.946
H 4.353 -1.128 -1.573
H 4.543 -0.864 -3.305
H 2.009 -1.103 -2.343
H 2.344 0.221 -3.458
Br -5.423 3.974 0.903
C -4.512 2.505 0.156
C -3.141 2.328 0.418
C -2.477 1.263 -0.099
C -3.101 0.252 -1.005
C -4.557 0.518 -1.189
C -5.206 1.580 -0.652
C -2.928 -1.230 -0.541
O -3.771 -2.046 -0.841
O -1.862 -1.499 0.154
H -2.619 3.051 1.031
H -1.410 1.205 0.088
H -5.101 -0.215 -1.767
H -6.267 1.712 -0.819
*
```